One molecule with the formula C3H7N3O at a distorted geometry. Source: the OMol25 dataset; level of theory: ωB97M-V/def2-TZVPD.

The geometry in XYZ format:
```
14
C3H7N3O, DFT ωB97M-V/def2-TZVPD
H -3.1717 -0.7369 -0.4871
N -2.5030 -0.0350 -0.1469
C -1.3061 -0.5305 -0.2005
C -0.1247 0.2611 0.2475
N -0.4076 1.4863 0.8612
C 1.1230 -0.2134 0.0788
N 1.5382 -1.3456 -0.5600
O 2.1738 0.5099 0.6005
H -1.1255 -1.5514 -0.5752
H -1.4366 1.5527 0.8939
H -0.1025 2.2394 0.2447
H 2.5455 -1.2934 -0.7047
H 1.0504 -1.5170 -1.4331
H 1.7468 1.1738 1.1808
```

- ΔE to the lowest compared entry with this formula, charge and spin: 30.4 kcal per mole
- LUMO level: 0.02693 hartree
- E: -358.00137 Eh
- Total charge: 0
- SMILES: [H]/N=C/C(N)=C(\N)O
- Kohn-Sham gap: 8.38 eV

Atom charges from the natural (NBO) analysis, given in e for atoms 1 to 5:
1 H 0.343
2 N -0.694
3 C 0.102
4 C -0.116
5 N -0.848

---

C32H46BrN3P2Sn as an isolated structure at a distorted geometry. Source: the OMol25 dataset; level of theory: ωB97M-V/def2-TZVPD.

The geometry in XYZ format:
```
85
C32H46BrN3P2Sn, DFT ωB97M-V/def2-TZVPD
N 0.2474 -1.5336 5.2551
C 1.0601 -2.2324 4.4573
C 2.1500 -1.6437 3.8232
C 2.4121 -0.2691 4.0422
C 1.5235 0.4583 4.8649
C 0.4797 -0.2399 5.4819
C 3.4613 0.3651 3.2953
Sn 0.3450 0.5858 -0.6175
P -0.4323 0.6480 -3.2253
C 3.4894 1.7047 3.0166
C 3.4511 2.1126 1.6305
C 2.6903 3.2400 1.2530
C 2.3692 3.4640 -0.0789
C 2.8737 2.5925 -1.0505
C 3.6895 1.5022 -0.7183
C 3.9509 1.2479 0.6258
Br 2.8094 3.1383 -2.9303
H 4.2291 -0.3030 2.9018
H 3.3112 2.4524 3.7910
H 2.7578 -2.2218 3.1292
H 1.6415 1.5373 5.0005
H 0.8511 -3.2980 4.3282
H -0.1886 0.2826 6.1774
H 2.2969 3.8791 2.0437
H 4.4991 0.3552 0.9239
H 1.7344 4.2933 -0.3759
H 4.0913 0.8651 -1.4998
P -2.1748 0.7103 0.5398
C 1.0591 -0.1744 -3.9380
C 1.8322 0.5275 -5.0440
H 0.7150 -1.1638 -4.2826
H 1.7371 -0.3705 -3.0914
H 2.6953 -0.0915 -5.3232
H 1.2438 0.6958 -5.9529
H 2.2353 1.4864 -4.6936
C -0.3822 2.4842 -3.3264
C -0.6092 3.1319 -4.6820
H 0.6252 2.7844 -2.9737
H -1.0776 2.8990 -2.5772
H -0.3356 4.1924 -4.6238
H 0.0145 2.6869 -5.4634
H -1.6567 3.0827 -4.9959
C -1.8129 0.1138 -4.3011
C -1.5368 -0.0913 -5.7930
H -2.6338 0.8334 -4.1592
H -2.1541 -0.8421 -3.8739
H -2.4775 -0.3510 -6.2959
H -1.1502 0.8043 -6.2958
H -0.8354 -0.9164 -5.9693
C -3.7629 -0.2009 0.2909
C -4.0766 -0.5275 -1.1627
H -4.5535 0.4414 0.7116
H -3.7481 -1.1174 0.8943
H -5.0119 -1.1008 -1.2146
H -4.2171 0.3803 -1.7609
H -3.2946 -1.1327 -1.6398
C -2.7891 2.4201 0.2517
C -1.8341 3.5227 0.6902
H -3.7362 2.4801 0.8105
H -3.0334 2.4891 -0.8188
H -2.2333 4.4850 0.3522
H -1.7528 3.5661 1.7826
H -0.8237 3.4180 0.2761
C -2.0450 0.7164 2.3820
C -2.1497 -0.6443 3.0609
H -2.8340 1.3910 2.7540
H -1.0761 1.1813 2.6235
H -2.1434 -0.5133 4.1507
H -3.0752 -1.1687 2.7974
H -1.3004 -1.2955 2.8182
N -0.6945 -3.6736 0.1965
C -1.0836 -2.4068 -0.0093
N -0.0268 -1.6401 -0.3254
C 1.0992 -2.4689 -0.3092
C 2.4136 -2.2005 -0.6939
C 3.2917 -3.2911 -0.7429
C 2.8703 -4.5902 -0.4013
C 1.5436 -4.8448 -0.0192
C 0.6880 -3.7556 0.0229
H -1.3112 -4.4414 0.4369
H -2.1234 -2.0998 0.0471
H 2.7065 -1.1821 -0.9638
H 4.3241 -3.1349 -1.0583
H 3.5826 -5.4157 -0.4438
H 1.1559 -5.8327 0.2352
```

- ΔE to the lowest compared entry with this formula, charge and spin: 0.0 kcal per mole
- LUMO level (spin up / spin down): -0.56954 / -0.56947 hartree
- E: -4880.68450 Eh
- Total charge: +4
- Kohn-Sham gap (spin up / spin down): 3.60 / 3.60 eV

Atom charges from the Mulliken analysis, given in e for atoms 1 to 5:
1 N -0.288
2 C -0.646
3 C -0.284
4 C 0.580
5 C -0.142

---

C21H33KN3O6PS5 as an isolated structure at a distorted geometry. Source: the OMol25 dataset; level of theory: ωB97M-V/def2-TZVPD.

The geometry in XYZ format:
```
70
C21H33KN3O6PS5, DFT ωB97M-V/def2-TZVPD
K 10.1895 10.3315 11.7207
C 14.2365 9.0679 11.4271
C 13.9015 7.6743 11.9051
S 12.1551 7.3285 12.0476
C 11.9436 6.7421 13.7782
C 12.1515 7.7522 14.8907
S 11.4274 9.4257 14.6253
C 12.9206 10.3984 14.8863
C 14.0269 10.2536 13.9027
S 13.5923 10.5426 12.1938
H 13.8846 9.1170 10.3630
H 15.3230 9.0816 11.3336
H 14.4552 7.3862 12.8415
H 14.3297 7.0460 11.1138
H 12.4799 5.8559 13.9785
H 10.9239 6.4583 13.6618
H 13.2237 7.8955 15.0753
H 11.7250 7.3578 15.7926
H 13.2869 10.2204 15.9161
H 12.5228 11.4097 14.8832
H 14.4144 9.2350 14.0188
H 14.8114 10.9526 14.1970
O 8.1205 8.3744 15.6709
C 7.7012 9.2866 14.9111
O 7.6329 10.5275 15.0302
C 7.1008 8.6968 13.6340
C 6.1720 7.6720 13.7427
C 5.5684 7.0997 12.6454
C 5.8835 7.6016 11.3855
C 6.8555 8.6055 11.3522
N 7.4284 9.1785 12.4127
H 6.0059 7.2985 14.7541
H 4.8672 6.2786 12.7736
H 5.3751 7.3181 10.4291
H 7.2444 8.9383 10.3612
C 12.0975 10.6673 5.8978
C 12.1911 10.2760 7.3546
C 13.5592 10.2116 7.8615
C 14.1004 11.1610 8.6048
N 13.3867 12.1653 9.2317
C 12.0905 12.1257 9.0751
S 11.0555 13.0936 9.9543
N 11.5058 11.2437 8.1875
C 15.5918 11.2357 9.0056
H 12.7388 9.9924 5.4064
H 12.4810 11.6981 5.9153
H 11.1181 10.6476 5.4640
H 14.1732 9.4614 7.4538
H 10.4960 11.3175 8.1266
H 16.1857 10.6435 8.3295
H 15.7689 10.9205 10.0455
H 15.8112 12.2774 8.9539
C 8.3712 13.3325 13.0696
P 9.8755 12.8328 14.0526
C 11.1637 14.1593 13.6313
C 9.4520 13.4212 15.7795
H 8.1621 14.4246 13.1034
H 7.5093 12.7240 13.3733
H 8.5503 13.1354 11.9993
H 10.8051 15.2577 13.6037
H 11.5577 13.9219 12.6407
H 11.9351 13.9565 14.4009
H 9.2725 14.4440 15.8320
H 10.2906 13.1631 16.4200
H 8.5866 12.8496 16.0744
O 10.4731 7.0182 8.2169
S 11.2893 8.1125 8.6745
O 11.5659 8.9426 7.3371
O 10.6404 9.0985 9.5305
O 12.5649 7.6856 9.1649
```

- ΔE to the lowest compared entry with this formula, charge and spin: 8.5 kcal per mole
- LUMO level: 0.14404 hartree
- E: -4368.09400 Eh
- Total charge: -2
- Kohn-Sham gap: 5.77 eV

Atom charges from the natural (NBO) analysis, given in e for atoms 1 to 5:
1 K 0.868
2 C -0.598
3 C -0.562
4 S 0.253
5 C -0.535

---

One molecule with the formula C5H9N at a distorted geometry. Source: the OMol25 dataset; level of theory: ωB97M-V/def2-TZVPD.

The geometry in XYZ format:
```
15
C5H9N, DFT ωB97M-V/def2-TZVPD
C -2.1227 0.9176 0.4748
C -1.3194 -0.1558 -0.0329
C 0.1273 -0.3415 0.3562
N 0.6216 -1.7627 0.3713
C 0.9653 0.2789 -0.7074
C 1.7412 1.3625 -0.5328
H -3.1618 0.8924 0.1100
H -1.8433 1.7430 1.3111
H -1.7619 -1.0196 -0.7569
H 0.1890 0.0485 1.4488
H 0.8636 -2.2415 -0.5844
H 0.0521 -2.5338 0.9639
H 0.8962 -0.2754 -1.5741
H 2.3197 1.6845 -1.4040
H 1.7457 1.6708 0.5393
```

- ΔE to the lowest compared entry with this formula, charge and spin: 76.4 kcal per mole
- LUMO level: 0.03919 hartree
- E: -250.54523 Eh
- Total charge: 0
- SMILES: C=CC(N)C=C
- Kohn-Sham gap: 10.05 eV

Atom charges from the natural (NBO) analysis, given in e for atoms 1 to 5:
1 C -0.428
2 C -0.183
3 C -0.156
4 N -0.878
5 C -0.154

---

ΔE to the lowest compared entry with this formula, charge and spin of number 4 (C5H9N)? 76.4 kcal per mole

---

Please write out number 4 again, unchanged.
One molecule with the formula C5H9N at a distorted geometry. Source: the OMol25 dataset; level of theory: ωB97M-V/def2-TZVPD.

The geometry in XYZ format:
```
15
C5H9N, DFT ωB97M-V/def2-TZVPD
C -2.1227 0.9176 0.4748
C -1.3194 -0.1558 -0.0329
C 0.1273 -0.3415 0.3562
N 0.6216 -1.7627 0.3713
C 0.9653 0.2789 -0.7074
C 1.7412 1.3625 -0.5328
H -3.1618 0.8924 0.1100
H -1.8433 1.7430 1.3111
H -1.7619 -1.0196 -0.7569
H 0.1890 0.0485 1.4488
H 0.8636 -2.2415 -0.5844
H 0.0521 -2.5338 0.9639
H 0.8962 -0.2754 -1.5741
H 2.3197 1.6845 -1.4040
H 1.7457 1.6708 0.5393
```

- ΔE to the lowest compared entry with this formula, charge and spin: 76.4 kcal per mole
- LUMO level: 0.03919 hartree
- E: -250.54523 Eh
- Total charge: 0
- SMILES: C=CC(N)C=C
- Kohn-Sham gap: 10.05 eV

Atom charges from the natural (NBO) analysis, given in e for atoms 1 to 5:
1 C -0.428
2 C -0.183
3 C -0.156
4 N -0.878
5 C -0.154

---

What is the formula in the first record? C3H7N3O

---

Look up the total charge of the fourth one. 0